# 1
The following is a DFT calculation (the ωB97M-V functional and the def2-TZVPD basis) of 3 unconnected molecules or ions with the total composition C3H6IN2.

Properties
electronic energy	-14279.2939	eV
energy relative to the best compared isomer or geometry (same formula, charge and spin)	65.0	kcal/mol
frontier orbital gap	10.3	eV
highest occupied orbital energy	-13.931	eV
total charge	+1

Geometry (Å):
C: 2.35560 0.43304 0.73267
C: 0.20809 -1.94347 -1.66786
C: -0.48232 -1.63258 -0.74031
N: 1.26654 0.75777 0.95227
N: -1.44174 1.16932 0.45184
I: 4.25559 -0.08675 0.69696
H: 0.96139 -2.29290 -2.28540
H: -1.18660 -1.43104 0.00064
H: -0.42632 1.17576 0.52639
H: -1.81672 0.55572 -0.26646
H: -1.82662 2.14078 0.13807
H: -1.86688 1.15434 1.46118

These are the natural (NBO) partial charges, in e, on atoms 1 to 4: 0.110 -0.150 -0.296 -0.484

# 2
The following is a DFT calculation (the ωB97M-V functional and the def2-TZVPD basis) of a molecular structure, C23H29CeF4N3Se.

Properties
electronic energy	-117918.9717	eV
frontier orbital gap (spin up / spin down)	3.6 / 3.6	eV
highest occupied orbital energy (spin up / spin down)	-13.112 / -13.103	eV
total charge	+2

Geometry (Å):
Ce: 0.07275 -0.07012 -0.05972
C: 2.66280 -2.14792 0.96793
C: 1.66344 -2.80757 -0.00274
N: 1.43451 -2.02607 -1.23594
C: 2.73534 -1.77751 -1.87818
C: 2.73583 -1.64688 -3.40060
C: 0.36580 -2.59182 -2.10053
C: -0.42504 -1.54468 -2.90675
N: -0.94291 -0.48393 -2.09980
C: -1.09075 0.77460 -2.64613
C: 0.02969 1.54196 -3.03072
F: 1.27654 1.08800 -2.59297
C: -0.11399 2.87437 -3.36687
F: 0.97085 3.67033 -3.61041
C: -1.35740 3.49549 -3.24912
C: -2.46627 2.77152 -2.86293
F: -3.66515 3.41301 -2.63772
C: -2.35999 1.44221 -2.55578
F: -3.39156 0.78940 -1.92593
H: 2.60592 -2.60396 1.95434
H: 2.47383 -1.05628 1.07420
H: 3.69708 -2.28427 0.62277
H: 0.72262 -2.91649 0.55299
H: 2.02779 -3.81265 -0.22431
H: 3.41375 -2.56336 -1.56127
H: 3.07732 -0.81205 -1.43898
H: 2.31197 -2.54179 -3.88178
H: 3.75550 -1.48697 -3.71324
H: 2.16744 -0.77609 -3.69122
H: -0.33912 -3.11290 -1.43944
H: 0.79855 -3.37935 -2.75203
H: -1.24721 -2.06149 -3.42374
H: 0.17112 -1.15049 -3.75354
H: -1.46178 4.55941 -3.40017
C: -0.27763 1.40761 5.07688
C: -0.05153 1.77731 3.60958
C: -0.54409 3.22140 3.36353
C: -0.68891 0.71522 2.69441
C: -1.73606 1.06898 1.84021
C: -2.40208 0.05799 1.08792
C: -2.12053 -1.29125 1.31227
C: -3.04749 -2.32140 0.67583
C: -0.99641 -1.64718 2.06444
C: -0.28939 -0.64160 2.73852
H: 0.16737 2.10684 5.79964
H: 0.05456 0.37446 5.31564
H: -1.37818 1.32729 5.24626
H: 1.01579 1.75505 3.41777
H: -1.62767 3.24214 3.48743
H: -0.27937 3.56571 2.33706
H: -0.09685 3.90683 4.10180
H: -1.99058 2.09401 1.69570
H: -3.20998 0.35044 0.39631
H: -3.30484 -1.97043 -0.33575
H: -3.98650 -2.39730 1.23725
H: -2.58073 -3.30492 0.62448
H: -0.64846 -2.68203 2.04925
H: 0.66485 -0.88708 3.22216
Se: 3.19554 4.38468 1.61914
C: 2.26279 2.95856 0.99813
N: 1.58714 2.06299 0.59443

These are the Mulliken partial charges, in e, on atoms 1 to 4: 0.793 -0.915 -0.525 0.401

# 3
The following is a DFT calculation (the ωB97M-V functional and the def2-TZVPD basis) of C6H6Cl2N2O in the gas phase.

Properties
electronic energy	-36384.5955	eV
energy relative to the best compared isomer or geometry (same formula, charge and spin)	128.4	kcal/mol
frontier orbital gap (spin up / spin down)	6.7 / 6.7	eV
highest occupied orbital energy (spin up / spin down)	-8.198 / -8.199	eV

Geometry (Å):
C: 3.27844 0.67424 -0.08072
C: 0.80320 0.80530 -1.26904
C: 4.43830 0.81012 0.63146
C: 0.21809 -0.01135 -0.21430
C: 0.45362 0.12902 1.27422
C: -1.06286 -0.74173 -0.68762
N: 2.62930 -0.34032 -0.36671
N: 1.49615 -0.29944 -1.00506
O: 4.76934 1.62122 1.41068
Cl: 2.15845 2.28577 -0.57660
Cl: 5.64504 -0.36304 -0.06982
H: -0.40158 -0.01147 1.90862
H: 0.83675 1.14322 1.40787
H: 1.22334 -0.61175 1.64902
H: -0.83984 -1.57056 -1.40790
H: -1.54613 -0.03557 -1.30334
H: -1.64265 -1.05663 0.14184

These are the natural (NBO) partial charges, in e, on atoms 1 to 4: 0.166 0.083 0.468 0.053

# 4
The following is a DFT calculation (the ωB97M-V functional and the def2-TZVPD basis) of C4H9ClN2OS in the gas phase.

Properties
electronic energy	-32677.6431	eV
energy relative to the best compared isomer or geometry (same formula, charge and spin)	0.0	kcal/mol
frontier orbital gap	9.2	eV
highest occupied orbital energy	-8.569	eV

Geometry (Å):
C: -1.39065 -1.56303 -0.38771
C: -1.83229 1.56604 -0.15370
C: 3.92550 0.36793 0.44198
C: 2.86485 0.77825 -0.56127
H: -1.39055 -2.41612 -1.06972
H: -3.03239 -0.90602 -1.43446
H: -2.92424 0.27922 0.98440
H: -1.25091 1.51173 -1.09080
H: 3.55606 0.47074 1.46710
H: 4.22929 -0.67066 0.28835
H: 4.80652 1.00824 0.32482
H: 3.21948 0.66926 -1.58873
H: 2.54571 1.81097 -0.41066
N: -2.36068 -0.67939 -0.71489
N: -2.63529 0.44752 0.02493
O: -1.82970 2.49854 0.60643
S: -0.33151 -1.43290 0.84486
Cl: 1.39707 -0.24067 -0.41445

These are the natural (NBO) partial charges, in e, on atoms 1 to 4: -0.133 0.538 -0.623 -0.382

# 5
The following is a DFT calculation (the ωB97M-V functional and the def2-TZVPD basis) of a gas-phase ion, C3H9N2OS2 (charge +1).

Properties
electronic energy	-29947.5559	eV
energy relative to the best compared isomer or geometry (same formula, charge and spin)	44.0	kcal/mol
SMILES	NC(=O)[C@H]([NH3+])CSS
frontier orbital gap	9.9	eV
highest occupied orbital energy	-13.125	eV
total charge	+1

Geometry (Å):
N: 1.51423 -0.36278 -2.09477
C: 0.36039 0.03042 -1.62216
O: -0.46614 0.82972 -2.22250
C: -0.19222 -0.51169 -0.29583
N: -1.64766 -0.05432 -0.27405
C: 0.74838 -0.13342 0.84525
S: -0.20784 -0.41941 2.39510
S: -0.82485 1.14157 3.43049
H: 2.17054 -0.76020 -1.45551
H: 1.98057 0.07148 -2.90875
H: -0.13053 -1.72790 -0.49166
H: -1.98637 -0.08131 0.66033
H: -1.71501 1.01161 -0.64051
H: -2.23899 -0.51219 -0.91118
H: 1.00991 0.91771 0.65984
H: 1.51071 -0.87372 0.83582
H: 0.11490 1.43443 4.09011

These are the natural (NBO) partial charges, in e, on atoms 1 to 4: -0.761 0.635 -0.650 -0.136

# 6
The following is a DFT calculation (the ωB97M-V functional and the def2-TZVPD basis) of 6 unconnected molecules or ions with the total composition C13H38O9S.

Properties
electronic energy	-43357.8000	eV
frontier orbital gap	10.2	eV
highest occupied orbital energy	-9.717	eV

Geometry (Å):
C: 4.98003 0.17672 1.05055
C: 4.22546 0.66651 -0.19368
O: 3.62666 -0.39464 -0.94035
C: 2.53362 -0.98754 -0.34911
O: 1.29420 -0.46096 -0.86696
S: 0.34730 0.50156 0.02067
O: 1.13519 1.66653 0.38846
O: 0.17888 -0.28944 1.42389
H: 4.83908 -0.89607 1.18504
H: 6.04629 0.38160 0.97050
H: 4.61182 0.67215 1.94997
H: 3.46848 1.40498 0.07271
H: 4.91239 1.14456 -0.88915
H: 2.55724 -0.87728 0.73927
H: 2.53202 -2.04339 -0.60627
H: 0.98457 -0.14142 1.95676
C: 2.33052 5.00233 -1.79633
C: 2.76199 5.37168 -0.39074
O: 1.65759 5.48156 0.49984
H: 1.64210 5.74410 -2.20287
H: 3.18535 4.91813 -2.46889
H: 1.80762 4.04278 -1.77948
H: 3.25688 6.34267 -0.37703
H: 3.47129 4.62922 -0.00764
H: 1.22208 4.62173 0.52688
C: 2.15032 -1.15197 5.81576
C: 3.09485 -0.52538 4.80983
O: 2.43273 0.39605 3.94378
H: 1.33529 -1.66621 5.30577
H: 2.67619 -1.87074 6.44508
H: 1.71490 -0.38948 6.46566
H: 3.52033 -1.28593 4.15555
H: 3.92219 -0.02410 5.32164
H: 2.05463 1.09904 4.48124
C: -3.05416 3.64835 0.57226
C: -3.61217 2.25607 0.35037
O: -2.61360 1.24863 0.48623
H: -2.24076 3.84762 -0.12598
H: -3.82739 4.40498 0.43285
H: -2.65994 3.75119 1.58617
H: -3.99267 2.15168 -0.66521
H: -4.44120 2.06056 1.03872
H: -2.26474 1.29753 1.38279
C: -2.32176 -2.23362 -1.65214
C: -3.08226 -2.89560 -0.52367
O: -2.29817 -2.99545 0.66482
H: -1.40703 -2.78825 -1.86902
H: -2.92440 -2.17892 -2.55806
H: -2.03761 -1.21931 -1.35681
H: -3.35753 -3.91487 -0.78879
H: -4.00393 -2.34126 -0.31439
H: -2.04166 -2.10338 0.92241
C: -4.80637 -4.92021 -5.54567
C: -3.92132 -4.83643 -4.31728
O: -4.49528 -4.04032 -3.28608
H: -5.01212 -3.92258 -5.93415
H: -4.32870 -5.50915 -6.32982
H: -5.76169 -5.39213 -5.30367
H: -2.97370 -4.35573 -4.55965
H: -3.69805 -5.83974 -3.93881
H: -5.33185 -4.43903 -3.02773

These are the natural (NBO) partial charges, in e, on atoms 1 to 4: -0.658 -0.085 -0.519 0.214

# 7
The following is a DFT calculation (the ωB97M-V functional and the def2-TZVPD basis) of 2 unconnected molecules or ions with the total composition C3H11N2.

Properties
electronic energy	-6258.3286	eV
energy relative to the best compared isomer or geometry (same formula, charge and spin)	121.1	kcal/mol
frontier orbital gap	5.7	eV
highest occupied orbital energy	-13.753	eV
total charge	+1

Geometry (Å):
C: -2.03552 0.61492 -1.82212
C: -0.14252 -0.68277 0.87247
C: 1.23389 -0.32483 0.42944
N: 2.19976 -0.64731 1.45851
N: -1.09479 1.05125 -0.82350
H: -1.61186 -0.18930 -2.42736
H: -2.24902 1.41170 -2.55180
H: -0.38022 -0.37493 1.90009
H: -0.46998 -1.69430 0.65323
H: 1.32437 0.76291 0.25514
H: 1.46679 -0.76160 -0.54751
H: 3.17151 -0.66120 1.18270
H: 1.97883 -1.46797 1.99874
H: -0.79116 0.28405 -0.03843
H: -1.48376 1.84570 -0.31961
H: -2.99294 0.28486 -1.41904

These are the natural (NBO) partial charges, in e, on atoms 1 to 4: -0.466 -0.025 -0.322 -0.815

# 8
The following is a DFT calculation (the ωB97M-V functional and the def2-TZVPD basis) of 3 unconnected molecules or ions with the total composition C5H9N3.

Properties
electronic energy	-9793.8918	eV
energy relative to the best compared isomer or geometry (same formula, charge and spin)	174.7	kcal/mol
frontier orbital gap (spin up / spin down)	9.6 / 6.6	eV
highest occupied orbital energy (spin up / spin down)	-8.526 / -6.489	eV

Geometry (Å):
C: -0.56187 -1.63896 0.29800
N: -0.06282 -0.28624 0.03543
C: -0.76940 0.73374 -0.15514
C: 0.19066 0.53515 1.95300
C: 0.35529 -0.07036 -2.83340
C: 1.45831 0.73344 2.21490
N: -0.73119 -0.19705 -2.22912
N: -1.28965 1.83273 -0.20948
H: -1.66110 2.10663 -1.11439
H: -0.68845 0.64255 2.57755
H: -1.48883 -1.63786 0.87346
H: 0.20785 -2.17457 0.85057
H: -0.73364 -2.12835 -0.65892
H: 0.42339 -0.21440 -3.92824
H: 1.32173 0.15263 -2.34136
H: 1.80243 1.03871 3.20437
H: 2.22729 0.57222 1.46277

These are the natural (NBO) partial charges, in e, on atoms 1 to 4: -0.409 -0.445 0.738 -0.152